{
  "formula": "FHIN",
  "method": "the ωB97M-V functional and the def2-TZVPD basis",
  "relative_energy_kj_mol": 38.5,
  "homo_energy_ev": -9.49,
  "e_tot_ha": -452.7879,
  "orbital_gap_ha": 0.3377,
  "smiles": "FNI",
  "species": ["F", "N", "I", "H"],
  "xyz": [[-0.52, -1.04, -0.59], [0.28, -0.28, 0.25], [-0.71, 1.26, 1.01], [0.96, 0.06, -0.67]]
}